Here is C29H21ClF6N8O11S2Tl as an isolated structure from the Open Molecules 2025 dataset. Energies are from the ωB97M-V functional and the def2-TZVPD basis.

Output
* HOMO-LUMO gap: 6.6 eV
* energy relative to the best compared isomer or geometry (same formula, charge and spin): 0.0 kcal per mole
* total charge: -1

Element x y z (Å)
Tl -0.36 0.97 -0.49
O 3.43 1.56 2.44
C 4.20 0.65 1.84
C 5.38 0.30 2.51
C 6.24 -0.63 1.97
C 5.96 -1.24 0.74
C 4.80 -0.89 0.08
C 3.90 0.05 0.61
C 2.65 0.36 -0.11
O 1.75 1.05 0.46
N 2.55 -0.15 -1.35
N 1.38 0.21 -1.93
C 1.16 -0.17 -3.13
C -0.10 0.21 -3.78
C -0.50 -0.38 -4.98
C -1.70 0.01 -5.54
C -2.47 0.97 -4.89
C -2.00 1.50 -3.70
N -0.84 1.13 -3.16
H 2.60 1.64 1.92
H 5.58 0.77 3.46
H 7.14 -0.90 2.51
H 6.63 -1.97 0.32
H 4.56 -1.33 -0.88
H 1.90 -0.76 -3.66
H 0.13 -1.13 -5.45
H -2.04 -0.43 -6.47
H -3.42 1.30 -5.30
H -2.56 2.23 -3.13
F 0.72 2.60 3.28
C -0.07 1.99 4.14
F 0.55 1.91 5.33
F -1.19 2.69 4.30
S -0.54 0.31 3.54
O -0.95 0.48 2.16
O -1.53 -0.14 4.47
N 0.86 -0.42 3.77
S 1.38 -1.68 3.02
O 2.68 -2.03 3.51
O 1.14 -1.73 1.60
C 0.32 -3.05 3.64
F 0.82 -4.24 3.24
F -0.93 -2.96 3.14
F 0.23 -3.07 4.97
C -3.37 -3.55 0.91
N -2.06 -3.46 0.27
C -1.21 -4.52 0.26
C 0.04 -4.42 -0.22
C 0.44 -3.13 -0.71
N -0.44 -2.13 -0.81
C -1.63 -2.29 -0.30
O -2.52 -1.36 -0.26
N 1.69 -2.93 -1.09
H -3.44 -4.52 1.40
H -4.16 -3.45 0.17
H -3.46 -2.76 1.65
H -1.60 -5.44 0.69
H 0.72 -5.25 -0.20
H 2.38 -3.62 -0.82
H 2.05 -1.97 -1.19
O -0.13 5.36 0.18
Cl -0.94 4.16 0.09
O -2.88 2.15 -0.93
O -1.39 3.74 1.41
O 0.12 3.07 -0.34
N -10.07 0.20 -0.49
C -8.93 0.32 -0.51
C -7.50 0.45 -0.54
C -6.90 1.71 -0.64
C -5.53 1.82 -0.69
C -4.71 0.69 -0.63
C -5.32 -0.56 -0.52
C -6.70 -0.69 -0.48
C -3.22 0.95 -0.69
C -2.23 0.02 -0.50
H -7.53 2.59 -0.69
H -5.04 2.78 -0.76
H -4.71 -1.45 -0.46
H -7.16 -1.66 -0.40